1.
The following is a quantum chemistry calculation of a cluster of 2 separate species, C5H14 in total in a non-equilibrium geometry, from OMol25.

XYZ file:
```
19
Properties=species:S:1:pos:R:3:forces:R:3
H -0.417851 -1.881072 -1.257535 -0.1 0.2 0.0
H 1.235249 1.686974 0.808972 -0.1 -0.1 0.0
C -1.298341 0.441269 1.313960 -0.3 -0.1 0.1
H 1.294668 -1.734903 -1.411840 0.0 0.3 -0.3
H -0.806177 -0.916803 -3.553861 0.1 0.2 0.1
H -2.002891 -0.335754 1.641677 0.3 0.1 0.1
H 0.948511 -0.812964 -3.801216 -0.2 -0.2 0.0
H 0.589535 -0.329183 2.003199 -0.1 -0.2 0.4
C 0.153243 -0.802635 -3.045689 0.8 -0.1 -0.3
C 0.792157 1.767998 1.803792 0.7 0.2 0.3
C 0.381636 -1.875024 -2.003810 0.0 -0.8 1.3
H 0.253426 2.714440 1.839462 -0.3 -0.1 0.0
H -1.842764 1.387002 1.329125 0.0 0.0 0.0
H -1.066532 0.219580 0.279087 0.2 0.0 -0.3
H 0.436159 -2.937013 -2.285295 -0.1 0.4 -0.7
C -0.035325 0.547431 2.171742 -0.6 0.4 -0.7
H 1.618547 1.879322 2.516008 0.0 0.0 -0.2
H 0.265071 0.180871 -2.579288 -0.5 -0.1 0.0
H -0.361052 0.643901 3.201816 0.3 -0.3 0.3
```
Forces are in eV/Å.

Computed properties:
Energy above the lowest of the compared OMol25 structures with the same formula, charge and spin in kJ/mol: 16.36
HOMO level in eV: -11.6
Electronic energy in Eh: -198.88292
Spin multiplicity: 1
SMILES: CCC.CC
Gap between HOMO and LUMO in eV: 12.7

2.
The following is a quantum chemistry calculation of a structure of composition C4H9N3O in a non-equilibrium geometry, from OMol25.

XYZ file:
```
17
Properties=species:S:1:pos:R:3:forces:R:3
H -0.160164 -2.887066 -0.832242 1.0 0.1 0.2
H -0.301720 -1.230634 0.824795 0.4 0.1 0.0
C -0.025019 1.433132 -0.266103 3.5 -0.3 1.6
C 2.215204 0.267411 0.270949 -0.7 0.6 0.4
H -1.939093 -0.119026 -1.599892 0.1 0.1 -0.1
H 2.007570 0.159763 1.337765 0.1 -0.2 0.0
C -0.320218 -1.056774 -0.264590 -2.7 -1.1 -0.2
H -2.483727 -0.283910 1.233976 0.0 -0.4 0.0
H 2.709302 1.228002 0.133151 0.1 0.0 -0.1
H -0.275902 1.790419 -1.260909 0.1 0.2 0.0
N -2.748113 -0.193121 0.247482 0.7 0.6 0.2
H 2.839894 -0.532192 -0.118759 -0.2 -0.1 0.0
N -0.146466 1.936364 0.866040 -2.3 -0.1 -1.7
O 0.990632 0.269308 -0.478507 -1.2 1.6 -0.5
C -1.749013 -0.213076 -0.528478 1.1 -1.4 -0.7
H -0.541845 1.362937 1.604846 1.3 0.1 0.6
N -0.071323 -1.931538 -1.169525 -1.3 0.4 0.3
```
Forces are in eV/Å.

Computed properties:
Energy above the lowest of the compared OMol25 structures with the same formula, charge and spin in kJ/mol: 668.03
HOMO level in eV: -8.4
Electronic energy in Eh: -397.09620
Spin multiplicity: 1
Gap between HOMO and LUMO in eV: 7.9

3.
The following is a quantum chemistry calculation of a cluster of 3 separate species, C9H24N3Si in total in a non-equilibrium geometry, from OMol25.

XYZ file:
```
37
Properties=species:S:1:pos:R:3:forces:R:3
H 0.670252 -1.859726 -1.711954 0.3 0.4 0.6
H 2.357598 -1.723089 -0.849962 -0.4 -0.4 0.2
C 1.352532 -0.883507 1.449133 -0.1 -1.2 -0.1
Si -1.925253 1.288814 0.200176 -1.3 -0.2 0.4
H -0.606531 1.619378 2.223870 2.3 -0.9 0.8
H -1.584573 -3.358371 0.452876 -0.7 0.1 0.0
H -2.333157 1.420570 2.616968 1.7 1.5 -1.4
H -3.416221 -3.083185 0.702078 0.6 -0.2 -0.2
H -1.550069 1.446519 -2.311557 -0.6 -0.8 -0.3
C 1.265689 -1.597426 -0.813106 -0.9 1.5 1.5
H -4.135843 0.777940 -0.936057 0.2 0.0 1.1
H 4.651527 0.152605 1.628794 -0.6 0.3 -0.7
H -0.776081 2.700941 -1.554847 -0.3 -1.1 0.7
N -2.361113 -1.545233 -0.239226 1.6 -0.7 4.2
H -3.894877 2.396378 -0.843644 -0.2 -0.2 1.5
H 5.673081 0.817375 0.341809 2.2 0.8 -0.9
H 3.412667 0.268447 -2.297832 0.5 0.1 -0.2
H -2.731598 -3.424584 -0.943349 0.0 -0.1 0.7
C 4.287704 -0.077094 -1.734026 -3.8 -2.2 1.6
H 4.303917 -1.196086 -1.853835 0.3 1.0 -0.4
C -1.520042 1.994817 1.935652 -3.4 -2.4 -0.4
H -1.532131 3.025961 2.151981 -0.3 1.2 -0.1
H -0.064515 1.163727 -1.493035 2.6 -1.6 -0.1
H -1.695544 -1.147493 1.510104 0.7 0.3 0.8
N 3.915109 0.020195 -0.308562 0.1 -0.7 -0.4
H -2.691346 -1.200991 -1.029865 -1.8 1.5 -4.8
H 1.491536 -1.917079 1.858227 -0.1 1.0 0.1
C -1.865925 -0.668987 0.567458 -0.1 0.0 -0.4
N 0.689963 -1.024647 0.204328 -0.8 -2.4 -3.6
C -3.813377 1.513509 -0.141075 0.5 -0.2 -1.9
H 2.295021 -0.446307 1.212513 0.9 0.6 0.7
H -4.516810 1.472469 0.719704 0.6 0.4 -0.8
H 5.166586 0.346425 -2.010146 2.7 1.4 -0.8
C -0.984141 1.584465 -1.407033 -2.0 3.5 0.5
H 0.638035 -0.310055 2.014530 0.5 0.3 1.0
C 4.773921 0.348474 0.539560 -1.1 -0.5 1.6
C -2.535814 -2.968745 0.044536 0.0 -0.1 -0.7
```
Forces are in eV/Å.

Computed properties:
Energy above the lowest of the compared OMol25 structures with the same formula, charge and spin in kJ/mol: 250.52
Net charge: +1
HOMO level in eV: -12.2
Electronic energy in Eh: -810.72242
Spin multiplicity: 1
Gap between HOMO and LUMO in eV: 8.9

4.
The following is a quantum chemistry calculation of a structure of composition C3H2NOS2 in a non-equilibrium geometry, from OMol25.

XYZ file:
```
9
Properties=species:S:1:pos:R:3:forces:R:3
H 1.081217 -1.807495 -0.674302 -1.1 -0.8 -1.2
S -1.661611 -1.775595 -0.816013 -0.4 -0.7 -0.6
H -1.228957 0.871172 -0.677218 0.5 -0.3 1.3
S 2.654989 -1.295411 0.898336 0.2 0.1 0.0
C -0.727476 0.129543 0.004085 0.1 1.0 -1.3
C 1.281279 -1.013008 -0.017610 2.9 -0.7 1.8
N 0.550018 0.023160 0.008330 -0.7 2.1 -0.2
O -2.054940 -1.124162 1.702361 0.3 0.7 1.3
C -1.522377 -0.897303 0.653994 -1.8 -1.3 -1.1
```
Forces are in eV/Å.

Computed properties:
Energy above the lowest of the compared OMol25 structures with the same formula, charge and spin in kJ/mol: 221.79
Net charge: -1
HOMO level in eV: -4.2
Electronic energy in Eh: -1041.90016
Spin multiplicity: 1
Gap between HOMO and LUMO in eV: 7.6

5.
The following is a quantum chemistry calculation of a structure of composition C24H43N2NdOP3S in a non-equilibrium geometry, from OMol25.

XYZ file:
```
75
Properties=species:S:1:pos:R:3:forces:R:3
H 2.452806 2.266299 2.652944 0.0 -0.2 0.2
H -3.153889 2.191513 -0.380365 -0.3 -0.4 -0.4
N 2.855360 0.863706 -0.754383 0.3 -0.6 0.1
C -5.449514 0.932385 -2.557645 -0.3 0.3 0.0
H 0.813991 -1.218748 3.493204 -0.2 0.1 0.0
H -0.804552 5.375239 -0.206546 -0.1 -0.5 0.0
H -1.836540 4.010092 -0.750061 0.2 0.2 0.2
H -0.621177 -3.504835 -3.111512 0.2 0.2 0.4
S 4.628216 -0.629938 0.836652 -0.7 -0.4 0.0
H -1.692486 2.050823 2.976775 0.2 0.1 0.1
C 3.109398 -0.267837 0.103819 0.2 -0.7 0.2
C 2.309373 -4.188512 2.450484 -0.3 0.6 -0.4
H -5.399580 -1.060879 -3.362074 -0.2 -0.1 -0.1
H 2.759575 0.556994 3.036188 -0.2 0.2 0.0
C -3.078504 0.253567 -1.320332 -0.2 0.0 -0.7
C -3.733346 -0.711824 -2.100281 1.4 0.5 0.7
H -0.903957 -1.018024 3.081560 0.2 0.2 0.2
H 1.852962 3.776428 -2.468008 -0.3 0.1 0.1
C -0.689096 -0.983772 -4.103643 0.0 0.5 -0.1
H -0.579239 2.163649 4.364324 0.1 -0.1 -0.4
H -5.242876 2.866946 -1.626479 0.0 0.0 0.2
H -1.551549 -3.442230 2.851643 -0.7 0.3 -0.9
C 3.896341 -2.084427 1.518385 -0.1 -0.2 0.0
H 0.179915 3.323887 -2.894231 0.1 0.3 0.1
C 2.549231 -2.190865 1.141980 -0.1 0.5 -0.3
C 2.046716 1.383369 3.167543 0.3 0.1 -0.3
H -3.806966 -2.002373 1.253318 0.1 0.0 0.1
H 2.738136 4.151824 0.037549 -0.3 0.1 0.2
C -0.209650 -3.012905 -2.211635 0.0 -0.2 0.3
H -0.773009 -0.676556 -1.685488 -1.8 0.8 0.0
H 0.634054 -3.608999 -1.831890 -0.3 0.2 0.0
H -0.231742 -0.207995 4.527407 0.1 0.0 -0.4
H 3.148418 0.632226 -1.706681 0.2 0.2 0.2
H 2.615765 -2.401690 -2.913503 -0.4 0.2 0.2
P 0.405536 0.949144 2.467643 0.1 0.1 1.8
C 1.738960 -3.232381 1.605220 0.3 -0.2 0.1
C 4.469561 -3.064202 2.329281 0.3 -0.2 0.3
H 0.530044 4.976086 -2.299805 0.1 -0.4 0.1
H -0.986799 -2.947637 -1.434172 0.2 -0.2 -0.3
H 1.969837 1.611773 4.242396 -0.1 -0.1 -0.4
H 0.691606 -3.267142 1.305670 0.2 -0.1 0.1
H -1.331899 4.117750 0.957409 0.1 0.1 -0.3
H 4.093259 -4.873835 3.454703 -0.1 0.3 -0.2
C -3.672788 1.487765 -1.051568 1.0 0.7 0.0
C 1.724084 4.341726 0.424686 0.4 -0.3 0.5
H 5.530937 -2.990981 2.588956 -0.5 -0.2 0.0
C -4.912049 -0.336980 -2.732646 0.1 -0.2 0.3
C -0.644304 2.217558 3.266369 -0.4 0.3 -0.4
P 0.368825 -1.322922 -2.646172 -0.9 -3.4 -3.3
H -0.357046 3.228873 2.946258 -0.1 -0.2 0.1
H -2.077030 -3.835454 1.089237 -0.2 0.7 0.6
Nd 0.348062 0.417855 -0.405081 0.4 2.0 2.5
H 1.504195 5.417003 0.312291 0.1 -0.5 0.0
H 2.592964 -0.824855 -3.679899 -0.3 -0.1 0.0
C -2.196774 -3.168580 1.974551 0.7 -0.7 0.3
H 1.831902 -2.190972 -4.472760 -0.7 0.2 0.4
C -0.020366 -0.505416 3.488340 -0.2 -0.5 0.0
H -1.735424 -0.829019 -3.793081 0.4 0.0 -0.2
H -6.399586 1.165859 -3.049433 0.5 0.1 0.1
C 0.794502 3.911144 -2.194432 0.1 -0.3 -0.4
O -1.711880 0.104725 -0.908155 0.1 -1.2 -0.5
C -1.013013 4.299134 -0.079790 -0.5 -0.2 0.1
H 1.708333 4.093927 1.501292 0.0 0.2 -0.4
C 3.665094 -4.111444 2.801324 0.3 0.5 -0.2
H 3.370559 1.688729 -0.450468 0.0 -0.1 -0.1
H -0.327603 -0.080957 -4.622756 -0.2 -0.3 0.1
C 1.976646 -1.715993 -3.488116 1.4 0.7 0.4
H -3.286497 -1.687649 2.997525 0.1 0.1 0.0
N 2.126599 -1.123188 0.315984 0.6 0.3 0.0
H 1.686770 -4.983887 2.847361 0.1 0.0 -0.1
H -0.614355 -1.845877 -4.786940 0.0 0.4 0.3
H -3.228903 -1.685322 -2.184828 -0.6 0.3 -0.3
P 0.490099 3.339230 -0.479269 0.0 1.7 -0.2
C -3.112792 -2.207366 2.063754 0.0 -0.5 -0.2
C -4.821854 1.877242 -1.729897 -0.3 -1.2 -0.1
```
Forces are in eV/Å.

Computed properties:
Energy above the lowest of the compared OMol25 structures with the same formula, charge and spin in kJ/mol: 127.72
Net charge: +3
HOMO level (spin up / spin down) in eV: -16.4 / -16.4
Electronic energy in Eh: -3107.75963
⟨S²⟩: 3.754
Spin multiplicity: 4
Gap between HOMO and LUMO (spin up / spin down) in eV: 6.3 / 6.4

6.
The following is a quantum chemistry calculation of a structure of composition CHF3MgNO3S2Yb in a non-equilibrium geometry, from OMol25.

XYZ file:
```
13
Properties=species:S:1:pos:R:3:forces:R:3
O 0.368828 -0.611524 0.957796 0.9 -0.3 0.7
S -0.213005 0.056133 -0.335237 -1.0 -1.0 -1.6
C -0.811052 1.739729 0.343222 0.2 -0.2 -0.6
F 0.054847 2.207958 1.212391 0.4 0.1 0.4
S 2.230644 0.941550 -1.251196 -0.3 0.0 0.2
O 3.083103 -0.122110 -0.375842 -0.2 -0.5 0.7
Yb -1.414071 -2.411528 1.071788 -0.8 -1.1 -1.7
Mg 2.367560 -0.855586 1.205897 -0.3 1.0 -1.4
N 0.710417 0.124856 -1.551290 -0.4 -0.1 1.3
F -1.978172 1.565760 0.921857 -0.3 -0.2 0.3
F -0.928085 2.561185 -0.673466 0.0 -0.1 -0.1
H -2.013318 -4.448775 -0.971960 0.5 1.1 1.4
O -1.457692 -0.747643 -0.553955 1.3 1.2 0.3
```
Forces are in eV/Å.

Computed properties:
Energy above the lowest of the compared OMol25 structures with the same formula, charge and spin in kJ/mol: 276.65
Net charge: +1
HOMO level (spin up / spin down) in eV: -10.5 / -10.5
Electronic energy in Eh: -2773.55733
Spin multiplicity: 1
Gap between HOMO and LUMO (spin up / spin down) in eV: 3.9 / 3.9

M readings, ordered: 74.17; 115.14; 202.40; 132.19; 644.85; 393.50 g mol⁻¹